2 unconnected molecules or ions with the total composition C4H10NO3 in a non-equilibrium geometry. Source: the Open Molecules 2025 dataset; level of theory: ωB97M-V/def2-TZVPD.

Results
Spin multiplicity = 2
E_HOMO (alpha / beta) = -9.8 / -9.8 eV
E = -11939.40774 eV
Frontier orbital gap (alpha / beta) = 10.22 / 7.45 eV
Energy above the lowest of the compared OMol25 structures with the same formula, charge and spin = 216.3 kJ/mol

Geometry (Å):
C 2.425 2.158 1.052
C 1.138 2.563 0.292
N 0.316 1.512 -0.208
C 0.496 0.060 -0.131
C -0.739 -0.789 -0.695
O -0.327 -2.020 -0.544
O 0.878 3.742 0.086
H 3.072 1.919 0.124
H 2.476 1.357 1.709
H 2.801 3.079 1.580
H -0.615 1.706 -0.660
H 1.423 -0.106 -0.786
H 0.705 -0.263 0.960
H -1.646 -0.555 -0.087
H -1.043 -0.309 -1.660
H -3.949 -4.898 -1.074
H -3.495 -4.120 0.185
O -3.915 -5.037 -0.142

2 unconnected molecules or ions with the total composition C3H9S in a non-equilibrium geometry. Source: the Open Molecules 2025 dataset; level of theory: ωB97M-V/def2-TZVPD.

Results
Total charge = -2
Spin multiplicity = 2
E_HOMO (alpha / beta) = 4.0 / 0.3 eV
E = -14088.58355 eV
Frontier orbital gap (alpha / beta) = 2.27 / 5.79 eV
Energy above the lowest of the compared OMol25 structures with the same formula, charge and spin = 74.1 kJ/mol

Geometry (Å):
C 1.211 -0.634 1.111
C 1.510 0.189 -0.151
H 1.577 -0.227 2.067
H 1.708 -1.615 1.051
H 0.150 -0.818 1.299
H 2.596 0.301 -0.201
H 1.135 -0.334 -1.025
H 1.104 1.192 -0.026
C -2.089 0.342 -0.862
S -3.795 0.977 -0.586
H -1.670 0.521 -1.860
H -1.438 0.838 -0.140
H -1.999 -0.731 -0.678

18 unconnected molecules or ions with the total composition C39H123N15O18 in a non-equilibrium geometry. Source: the Open Molecules 2025 dataset; level of theory: ωB97M-V/def2-TZVPD.

Results
Spin multiplicity = 1
E_HOMO = -8.1 eV
E = -101642.85374 eV
Frontier orbital gap = 7.84 eV

Geometry (Å):
C -0.854 1.453 6.064
C 0.012 1.456 4.822
C 0.877 2.736 4.827
O 0.156 3.961 4.702
C -0.514 4.115 3.503
N 0.883 0.286 4.826
H -1.669 2.177 6.037
H -0.273 1.517 6.980
H -1.349 0.474 6.045
H -0.606 1.424 3.924
H 1.677 2.684 4.071
H 1.350 2.741 5.811
H -1.218 3.298 3.261
H 0.168 4.207 2.642
H -1.129 5.006 3.626
H 1.199 0.057 3.866
H 1.807 0.450 5.275
C 0.620 -6.702 -4.855
C 0.911 -6.930 -3.379
C 0.432 -5.785 -2.506
O 1.329 -4.685 -2.659
C 1.117 -3.653 -1.717
N 0.243 -8.222 -2.966
H 1.011 -5.715 -5.147
H -0.435 -6.640 -5.116
H 1.169 -7.457 -5.412
H 1.974 -7.092 -3.191
H 0.414 -6.069 -1.440
H -0.596 -5.494 -2.796
H 0.157 -3.119 -1.783
H 1.899 -2.939 -2.003
H 1.310 -3.878 -0.658
H 0.648 -8.585 -2.109
H -0.737 -8.004 -2.763
C -5.023 4.163 4.300
C -5.221 4.517 2.853
C -6.420 3.887 2.208
O -6.481 2.478 2.418
C -5.438 1.749 1.817
N -5.227 5.998 2.578
H -5.987 3.899 4.735
H -4.415 4.885 4.846
H -4.410 3.255 4.391
H -4.365 4.134 2.261
H -6.397 4.114 1.128
H -7.335 4.276 2.660
H -5.463 1.851 0.720
H -5.625 0.713 2.070
H -4.440 2.043 2.154
H -4.490 6.415 3.142
H -4.997 6.153 1.604
C -6.271 -1.919 -2.142
C -6.401 -0.421 -2.412
C -7.240 0.255 -1.322
O -7.393 1.635 -1.656
C -8.242 2.304 -0.777
N -5.052 0.232 -2.470
H -5.660 -2.390 -2.920
H -7.226 -2.448 -2.134
H -5.764 -2.089 -1.193
H -6.973 -0.210 -3.333
H -6.777 0.101 -0.331
H -8.205 -0.278 -1.279
H -8.095 2.043 0.272
H -9.303 2.211 -1.055
H -8.057 3.383 -0.892
H -4.697 0.193 -3.421
H -5.215 1.241 -2.338
C -2.278 -0.916 3.654
C -1.379 -2.174 3.671
C -2.157 -3.426 3.785
O -3.042 -3.320 4.903
C -3.452 -4.549 5.394
N -0.427 -2.233 2.527
H -3.284 -1.117 3.263
H -1.848 -0.116 3.051
H -2.425 -0.512 4.661
H -0.690 -2.111 4.527
H -1.511 -4.320 3.861
H -2.732 -3.615 2.848
H -2.573 -5.134 5.703
H -4.051 -5.166 4.714
H -4.040 -4.306 6.278
H -0.977 -2.062 1.675
H 0.274 -1.507 2.633
C 1.250 -0.258 -1.268
C 1.309 1.123 -0.624
C 0.063 1.452 0.144
O -1.053 1.409 -0.732
C -2.183 1.951 -0.072
N 2.448 1.109 0.314
H 0.988 -0.985 -0.497
H 2.166 -0.524 -1.793
H 0.524 -0.315 -2.095
H 1.444 1.967 -1.315
H 0.180 2.458 0.599
H -0.062 0.820 1.048
H -3.100 1.614 -0.536
H -2.174 3.056 -0.018
H -2.206 1.693 0.998
H 3.352 1.279 -0.138
H 2.383 1.934 0.936
C 4.797 -0.932 -1.902
C 6.256 -1.203 -2.143
C 6.558 -1.267 -3.625
O 5.957 -2.390 -4.130
C 6.069 -2.521 -5.549
N 7.092 -0.141 -1.510
H 4.569 0.078 -2.270
H 4.502 -0.968 -0.845
H 4.151 -1.665 -2.382
H 6.479 -2.195 -1.713
H 7.662 -1.342 -3.720
H 6.286 -0.341 -4.149
H 5.465 -1.785 -6.093
H 5.893 -3.565 -5.796
H 7.120 -2.346 -5.889
H 6.889 -0.090 -0.511
H 8.068 -0.456 -1.543
C 1.339 -1.422 -5.947
C 0.150 -2.137 -6.589
C 0.585 -3.227 -7.541
O 0.880 -2.778 -8.823
C -0.267 -2.574 -9.574
N -0.793 -2.696 -5.554
H 2.007 -0.958 -6.689
H 1.877 -2.074 -5.256
H 1.009 -0.553 -5.357
H -0.428 -1.373 -7.134
H -0.177 -4.021 -7.586
H 1.477 -3.733 -7.148
H -0.877 -3.480 -9.575
H 0.072 -2.374 -10.597
H -0.812 -1.661 -9.302
H -1.009 -1.901 -4.931
H -0.296 -3.441 -5.062
C 4.678 2.898 3.657
C 5.539 2.087 4.625
C 4.932 0.738 4.941
O 3.715 0.868 5.617
C 3.781 1.084 7.024
N 6.877 1.897 3.981
H 4.272 2.278 2.854
H 5.173 3.768 3.233
H 3.783 3.240 4.189
H 5.690 2.721 5.519
H 5.615 0.129 5.568
H 4.821 0.167 4.017
H 4.011 0.126 7.520
H 2.793 1.389 7.358
H 4.523 1.843 7.295
H 7.567 1.476 4.600
H 7.229 2.822 3.753
O 1.670 3.146 -3.885
H 1.050 3.207 -4.627
H 1.600 4.000 -3.434
O -1.539 -1.520 -0.154
H -1.453 -2.061 -0.958
H -1.399 -0.593 -0.464
O 2.301 -0.659 2.468
H 2.419 0.024 1.711
H 3.098 -1.252 2.382
O 5.009 3.313 0.178
H 4.483 3.964 0.702
H 5.928 3.410 0.471
O -3.659 5.046 -1.635
H -3.949 5.965 -1.743
H -2.697 5.102 -1.524
O -4.138 -0.580 0.243
H -4.513 -0.389 -0.647
H -3.172 -0.745 0.079
C 3.579 5.932 2.045
O 3.070 4.774 1.830
N 3.567 6.533 3.337
N 4.326 6.630 1.054
H 3.705 7.517 3.413
H 3.016 6.107 4.056
H 4.718 7.519 1.267
H 4.395 6.325 0.107
C -2.474 0.505 -4.322
O -2.005 -0.570 -3.886
N -3.189 0.569 -5.523
N -2.189 1.692 -3.633
H -3.680 1.397 -5.786
H -3.321 -0.285 -6.025
H -1.669 1.613 -2.776
H -2.540 2.571 -3.960
C 3.274 -3.714 1.506
O 4.064 -2.734 1.613
N 1.853 -3.569 1.685
N 3.762 -5.059 1.286
H 1.505 -2.621 1.679
H 1.375 -4.249 2.235
H 4.734 -5.215 1.115
H 3.118 -5.688 0.846

A gas-phase ion, C7H14N3O (charge +1) in a non-equilibrium geometry. Source: the Open Molecules 2025 dataset; level of theory: ωB97M-V/def2-TZVPD.

Results
Total charge = +1
Spin multiplicity = 1
E_HOMO = -13.9 eV
E = -13994.47161 eV
Frontier orbital gap = 9.31 eV
Energy above the lowest of the compared OMol25 structures with the same formula, charge and spin = 321.4 kJ/mol

Geometry (Å):
C -0.002 0.687 -0.055
C 2.419 0.633 -0.349
C 1.110 -1.259 0.499
C 0.520 -2.055 -0.578
C 0.559 -1.676 1.828
C -1.532 2.209 -1.186
C -2.384 0.594 0.368
N 2.276 -0.442 0.490
N 1.094 1.193 -0.615
N -1.187 1.219 -0.180
O 3.482 1.091 -0.638
H 0.720 -1.666 -1.510
H -0.574 -2.252 -0.483
H 1.163 -2.952 -0.730
H 0.048 -0.891 2.441
H 1.454 -1.941 2.361
H -0.250 -2.405 1.646
H -1.744 3.245 -0.632
H -0.814 2.276 -1.863
H -2.515 1.967 -1.725
H -2.194 -0.531 0.695
H -2.818 1.221 1.148
H -3.276 0.607 -0.247
H 3.203 -0.816 0.597
H 1.244 1.943 -1.283

A molecular structure, C11H18Cl4OPb in a non-equilibrium geometry. Source: the Open Molecules 2025 dataset; level of theory: ωB97M-V/def2-TZVPD.

Results
Total charge = -2
Spin multiplicity = 1
E_HOMO (alpha / beta) = 0.8 / 1.2 eV
E = -69082.63492 eV
Frontier orbital gap (alpha / beta) = 2.78 / 2.54 eV
Energy above the lowest of the compared OMol25 structures with the same formula, charge and spin = 0.0 kJ/mol

Geometry (Å):
C -0.688 0.753 -1.383
C -1.519 -0.384 -1.205
C -0.687 -1.517 -0.980
C -2.984 -0.379 -1.279
C 0.663 -1.074 -1.007
C 0.661 0.335 -1.216
C 1.847 1.199 -1.320
C -1.146 2.103 -1.753
C -1.173 -2.898 -0.823
C 1.838 -1.951 -0.881
Pb -0.728 0.502 3.233
Cl -3.171 -0.382 2.211
Cl -0.680 2.413 1.562
Cl 0.321 -1.610 2.292
H -3.383 0.588 -0.958
H -3.405 -1.133 -0.613
H -3.356 -0.572 -2.294
H -2.002 -2.931 -0.101
H -0.360 -3.540 -0.469
H -1.539 -3.294 -1.784
H 1.779 -2.568 0.023
H 2.751 -1.357 -0.831
H 1.912 -2.622 -1.749
H 2.762 0.640 -1.101
H 1.778 2.030 -0.608
H 1.942 1.624 -2.329
H -2.027 2.374 -1.160
H -1.421 2.133 -2.820
H -0.354 2.839 -1.567
O 2.463 1.804 2.269
H 2.309 2.635 1.793
Cl 2.006 1.359 5.655
C 1.489 0.937 4.129
H 2.013 1.888 3.183
H 2.091 0.058 3.877